(1)
DFT (wB97M-V/def2-TZVPD) results for C12H16N2O3S as an isolated structure in a non-equilibrium geometry.

Each line ends with the natural charge from an NBO analysis.
Atoms and positions in Å:
C1 -0.032 0.255 0.728  -0.127
C2 -0.641 -0.936 -0.176  0.676
C3 1.294 -0.145 1.399  -0.442
C4 2.396 -0.090 0.408  -0.039
C5 2.970 -1.322 -0.055  -0.200
C6 2.986 1.147 0.033  -0.218
C7 4.029 -1.349 -0.942  -0.217
C8 3.954 1.119 -1.002  -0.206
C9 4.477 -0.129 -1.461  -0.205
C10 -2.752 0.308 -1.003  -0.180
C11 -2.703 1.843 -0.770  0.776
C12 -3.788 -0.231 -0.044  -0.564
H1 -1.347 -0.436 2.260  0.381
H2 -0.656 0.924 2.637  0.384
H3 0.014 1.240 0.182  0.239
H4 1.320 -1.210 1.673  0.245
H5 1.478 0.595 2.246  0.215
H6 2.596 -2.293 0.219  0.223
H7 2.674 2.183 0.382  0.221
H8 4.470 -2.281 -1.336  0.222
H9 4.500 1.975 -1.289  0.211
H10 5.261 0.007 -2.273  0.217
H11 -1.927 -1.451 -1.582  0.407
H12 -3.086 0.169 -1.979  0.227
H13 -3.342 -0.470 0.958  0.228
H14 -4.527 0.627 0.138  0.238
H15 -4.870 -2.447 0.895  0.160
H16 -2.109 1.456 1.113  0.503
N1 -1.107 0.478 1.828  -0.851
N2 -1.482 -0.540 -1.174  -0.612
O1 -0.368 -2.112 -0.128  -0.582
O2 -2.654 2.634 -1.684  -0.558
O3 -2.475 2.228 0.487  -0.730
S1 -4.554 -1.749 -0.688  -0.043

Properties
Largest force on an atom = 4.23 eV/A
LUMO energy = -0.431 eV
Kohn-Sham gap = 0.3210 Ha
Energy relative to the best compared isomer or geometry (same formula, charge and spin) = 327.2 kJ/mol
HOMO = -9.2 eV

---

(2)
DFT (wB97M-V/def2-TZVPD) results for C30H92B3F3N7O11Pt2S as an isolated structure in a non-equilibrium geometry.

Each line ends with the Löwdin charge.
Atoms and positions in Å:
Pt1 23.790 1.342 14.560  1.195
Pt2 24.095 0.184 11.111  1.165
B1 22.848 2.045 12.213  -0.479
H1 22.361 1.800 13.144  -0.055
H2 23.906 1.970 12.411  -0.067
H3 22.607 1.404 11.379  -0.053
H4 22.594 3.046 11.902  0.000
B2 23.383 3.441 15.085  -0.585
H5 23.237 4.442 15.461  0.002
H6 22.509 2.858 15.329  -0.019
H7 23.629 3.364 14.037  -0.036
H8 24.221 2.988 15.592  -0.067
B3 23.542 1.216 9.052  -0.454
H9 23.147 1.877 8.297  -0.024
H10 24.046 1.824 9.788  -0.056
H11 22.739 0.630 9.470  -0.068
H12 24.217 0.486 8.633  -0.063
C1 28.056 0.402 12.787  -0.599
F1 29.162 0.690 12.057  0.098
F2 27.456 -0.680 12.225  0.086
F3 28.522 0.156 13.968  0.168
S1 26.767 1.912 12.682  0.645
O1 25.932 1.609 11.456  -0.405
O2 25.886 1.722 13.866  -0.430
O3 27.546 3.142 12.721  -0.299
C2 24.383 -1.774 13.810  -0.223
O4 24.176 -0.469 13.263  -0.516
H13 23.691 -2.016 14.617  0.057
H14 24.096 -2.431 12.989  0.039
H15 25.382 -2.139 14.049  0.059
C3 22.432 7.668 11.771  -0.065
C4 22.716 6.496 10.787  -0.369
C5 24.181 6.113 10.839  -0.232
O5 24.536 5.119 9.910  -0.141
C6 25.794 4.547 10.153  -0.116
N1 21.968 5.270 11.181  0.055
H16 22.447 7.389 12.824  0.059
H17 21.430 8.077 11.639  0.063
H18 23.132 8.490 11.620  0.058
H19 22.560 6.805 9.753  0.136
H20 24.669 5.945 11.799  0.104
H21 24.650 7.026 10.472  0.108
H22 25.912 3.753 9.416  0.096
H23 25.914 4.199 11.179  0.049
H24 26.722 5.116 10.102  0.080
H25 22.053 5.064 12.166  0.036
H26 20.968 5.412 11.180  0.059
C7 26.557 -1.444 17.250  -0.027
C8 26.954 -0.756 18.629  -0.411
C9 28.480 -0.944 18.894  -0.164
O6 28.640 -2.330 19.279  -0.243
C10 30.009 -2.753 19.460  -0.101
N2 26.697 0.631 18.566  0.028
H27 27.023 -2.429 17.298  0.064
H28 26.966 -0.958 16.365  0.071
H29 25.496 -1.564 17.032  0.053
H30 26.282 -1.093 19.418  0.140
H31 28.645 -0.530 19.889  0.119
H32 29.254 -0.780 18.144  0.131
H33 29.884 -3.781 19.802  0.084
H34 30.582 -2.101 20.118  0.081
H35 30.519 -2.819 18.499  0.078
H36 26.772 0.995 19.505  0.076
H37 27.460 1.017 18.028  0.087
C11 24.898 5.692 19.284  -0.036
C12 24.443 4.210 19.476  -0.390
C13 23.490 3.963 20.746  -0.185
O7 24.189 4.533 21.815  -0.186
C14 23.305 5.052 22.781  -0.116
N3 23.814 3.743 18.288  0.053
H38 25.321 5.855 18.292  0.067
H39 25.783 5.985 19.849  0.067
H40 24.080 6.313 19.649  0.079
H41 25.392 3.681 19.565  0.126
H42 23.302 2.896 20.860  0.108
H43 22.523 4.414 20.520  0.114
H44 22.856 4.292 23.420  0.084
H45 22.570 5.724 22.337  0.087
H46 23.959 5.651 23.414  0.086
H47 24.463 3.943 17.541  0.067
H48 23.061 4.399 18.142  0.053
C15 28.425 5.478 15.201  -0.057
C16 26.906 5.480 15.236  -0.450
C17 26.298 6.108 14.034  -0.160
O8 26.827 7.462 13.872  -0.192
C18 26.370 8.386 12.945  -0.124
N4 26.542 4.093 15.360  0.068
H49 28.831 6.444 14.901  0.068
H50 28.765 4.763 14.451  0.073
H51 28.782 5.298 16.215  0.072
H52 26.637 6.050 16.125  0.125
H53 25.211 6.060 14.091  0.118
H54 26.354 5.507 13.126  0.105
H55 25.379 8.748 13.222  0.082
H56 26.347 7.900 11.969  0.071
H57 27.130 9.160 12.837  0.084
H58 26.957 3.635 14.561  0.011
H59 25.553 3.939 15.223  0.002
C19 20.751 4.685 16.887  -0.071
C20 20.267 5.390 15.673  -0.462
C21 20.847 6.833 15.709  -0.166
O9 20.602 7.698 16.862  -0.203
C22 19.202 8.022 17.110  -0.096
N5 20.677 4.940 14.370  0.067
H60 20.460 3.638 16.793  0.078
H61 20.449 5.066 17.862  0.081
H62 21.828 4.684 17.054  0.036
H63 19.178 5.383 15.630  0.130
H64 20.474 7.391 14.850  0.111
H65 21.902 6.623 15.533  0.119
H66 18.690 7.116 17.434  0.073
H67 18.725 8.527 16.270  0.081
H68 19.123 8.691 17.967  0.075
H69 21.648 4.755 14.577  0.012
H70 20.329 3.998 14.265  0.086
C23 25.616 -3.526 9.812  -0.057
C24 24.824 -2.186 9.656  -0.363
C25 23.388 -2.464 10.104  -0.181
O10 22.724 -1.288 10.514  -0.363
C26 21.321 -1.422 10.715  -0.047
N6 25.620 -1.265 10.466  -0.031
H71 25.404 -4.189 8.973  0.075
H72 25.322 -3.993 10.752  0.080
H73 26.690 -3.383 9.689  0.083
H74 24.916 -1.899 8.609  0.142
H75 23.362 -3.169 10.935  0.107
H76 22.852 -3.090 9.392  0.136
H77 21.140 -2.238 11.415  0.098
H78 20.842 -1.486 9.738  0.102
H79 20.905 -0.482 11.076  0.086
H80 26.439 -0.989 9.942  0.113
H81 26.007 -1.905 11.145  0.066
C27 22.413 0.487 18.811  -0.040
C28 22.706 0.146 17.299  -0.353
C29 21.559 0.225 16.323  -0.227
O11 21.885 0.238 14.979  -0.292
C30 20.756 -0.140 14.169  -0.047
N7 23.757 1.117 16.972  -0.001
H82 23.259 0.678 19.471  0.066
H83 22.054 -0.437 19.266  0.066
H84 21.733 1.332 18.922  0.076
H85 23.113 -0.862 17.215  0.125
H86 20.874 1.007 16.650  0.125
H87 20.947 -0.673 16.402  0.126
H88 20.614 -1.219 14.107  0.096
H89 20.675 0.188 13.133  0.075
H90 19.869 0.335 14.589  0.095
H91 23.439 1.976 17.398  0.026
H92 24.529 0.953 17.602  0.051

Properties
Largest force on an atom = 4.60 eV/A
LUMO energy (spin up / spin down) = 1.826 / 1.808 eV
Kohn-Sham gap (spin up / spin down) = 0.2021 / 0.2489 Ha
Net charge = -1
Spin multiplicity = 5
HOMO (spin up / spin down) = -3.7 / -5.0 eV

---

(3)
DFT (wB97M-V/def2-TZVPD) results for C34H37N6O4SSiSr as an isolated structure in a non-equilibrium geometry.

Each line ends with the Löwdin charge.
Atoms and positions in Å:
Sr1 -1.461 0.060 0.031  1.252
C1 -3.236 4.296 1.130  -0.032
C2 -2.891 2.975 0.490  -0.292
N1 -2.553 1.938 1.192  -0.099
N2 -2.656 1.981 2.504  -0.033
C3 -2.107 1.044 3.245  -0.927
N3 -2.532 1.028 4.548  0.043
S1 -0.844 -0.020 2.866  0.537
C4 -3.016 2.793 -0.936  -0.235
C5 -3.338 3.846 -1.813  -0.005
C6 -3.530 3.582 -3.152  -0.068
C7 -3.407 2.274 -3.610  -0.064
C8 -3.049 1.305 -2.689  -0.143
N4 -2.854 1.548 -1.410  -0.018
H1 -2.801 4.314 2.126  0.063
H2 -4.318 4.402 1.231  0.085
H3 -2.859 5.139 0.557  0.065
H4 -3.431 1.444 4.736  0.083
H5 -2.271 0.213 5.077  0.061
H6 -3.441 4.857 -1.449  0.100
H7 -3.791 4.382 -3.833  0.104
H8 -3.605 2.022 -4.639  0.096
H9 -2.929 0.270 -2.983  0.115
O1 -3.929 -0.643 0.768  -0.051
C9 -4.259 -1.633 1.394  -0.218
C10 -3.646 -2.934 1.380  -0.114
C11 -4.263 -3.975 2.062  0.050
C12 -3.728 -5.254 2.066  -0.187
C13 -2.528 -5.503 1.367  0.002
C14 -1.907 -4.508 0.688  0.005
C15 -2.411 -3.156 0.652  -0.365
O2 -1.809 -2.259 0.027  -0.223
N5 -4.383 -6.299 2.740  -0.376
O3 -3.898 -7.428 2.694  0.034
O4 -5.424 -6.045 3.343  0.031
H10 -5.154 -1.572 2.056  0.130
H11 -5.186 -3.802 2.597  0.121
H12 -2.134 -6.508 1.388  0.114
H13 -1.000 -4.714 0.141  0.097
C16 0.257 1.995 -0.913  -0.343
Si1 2.010 1.429 -0.916  0.585
C17 1.992 -0.308 -1.739  -0.260
N6 1.221 -1.280 -0.986  -0.225
C18 1.976 -1.722 0.184  -0.199
C19 1.648 -3.154 0.583  -0.168
C20 2.084 -4.134 -0.516  -0.190
C21 1.895 -3.495 -1.900  -0.173
C22 0.811 -2.421 -1.797  -0.207
C23 3.325 2.368 -1.964  -0.225
C24 4.353 3.130 -1.414  -0.101
C25 5.262 3.802 -2.212  -0.105
C26 5.153 3.744 -3.590  -0.118
C27 4.119 3.020 -4.159  -0.110
C28 3.224 2.345 -3.351  -0.112
C29 2.808 1.367 0.806  -0.266
C30 4.088 0.853 0.988  -0.132
C31 4.710 0.883 2.223  -0.101
C32 4.053 1.434 3.310  -0.106
C33 2.768 1.928 3.155  -0.090
C34 2.157 1.890 1.914  -0.111
H14 -0.096 2.176 -1.931  -0.051
H15 0.102 2.920 -0.358  -0.050
H16 3.012 -0.677 -1.944  0.085
H17 1.505 -0.176 -2.707  0.076
H18 1.754 -1.052 1.018  0.106
H19 3.059 -1.662 -0.015  0.118
H20 0.577 -3.221 0.772  0.085
H21 2.160 -3.382 1.518  0.115
H22 1.495 -5.054 -0.446  0.097
H23 3.134 -4.408 -0.372  0.102
H24 1.606 -4.240 -2.643  0.103
H25 2.821 -3.032 -2.248  0.101
H26 -0.076 -2.866 -1.346  0.087
H27 0.537 -2.053 -2.789  0.117
H28 4.446 3.188 -0.338  0.092
H29 6.064 4.369 -1.759  0.093
H30 5.865 4.264 -4.216  0.090
H31 4.020 2.980 -5.235  0.092
H32 2.422 1.782 -3.806  0.091
H33 4.612 0.427 0.142  0.104
H34 5.710 0.485 2.338  0.094
H35 4.541 1.480 4.275  0.092
H36 2.243 2.350 4.002  0.099
H37 1.152 2.271 1.800  0.081

Properties
Largest force on an atom = 1.91 eV/A
LUMO energy = 2.148 eV
Kohn-Sham gap = 0.2312 Ha
Net charge = -1
Energy relative to the best compared isomer or geometry (same formula, charge and spin) = 113.6 kJ/mol
HOMO = -4.1 eV

---

(4)
DFT (wB97M-V/def2-TZVPD) results for C2HIN2O2 as an isolated structure in a non-equilibrium geometry.

Each line ends with the natural charge from an NBO analysis.
Atoms and positions in Å:
C1 0.837 0.217 1.111  0.220
C2 -0.122 0.473 0.010  -0.383
N1 1.636 0.112 1.928  -0.237
N2 -0.597 -0.830 -0.558  0.529
O1 -1.486 -1.371 0.021  -0.341
O2 -0.063 -1.193 -1.564  -0.340
I1 0.875 1.776 -1.244  0.278
H1 -1.080 0.815 0.295  0.275

Properties
Largest force on an atom = 1.74 eV/A
LUMO energy = -0.713 eV
Kohn-Sham gap = 0.3684 Ha
Energy relative to the best compared isomer or geometry (same formula, charge and spin) = 168.6 kJ/mol
HOMO = -10.7 eV

---

Question: Which value of largest force on an atom does entry 3 give?
Answer: 1.91 eV/A

---

Question: The lowest largest force on an atom belongs to which entry?
Answer: C2HIN2O2

---

Question: What is the formula in the fourth record?
Answer: C2HIN2O2

---

Question: Which of these has the highest largest force on an atom?
Answer: C30H92B3F3N7O11Pt2S